Molecular formula: C6H13NO
Method: DFT, the ωB97M-V functional and the def2-TZVPD basis

Structure (XYZ):
```
21
Properties=species:S:1:pos:R:3:mulliken_charge:R:1
C 0.906 -0.926 -0.448 -0.6289
C 2.272 -1.109 -0.127 -0.2540
C 3.312 -0.218 -0.652 -0.3819
O 3.227 1.138 -0.131 -0.4893
C -0.100 -0.102 0.537 -0.1985
N -1.189 0.293 -0.175 -0.4577
C -2.347 0.447 0.625 -0.3181
C -3.577 0.822 -0.194 -1.1932
H 0.436 -1.913 -0.545 0.3423
H 0.865 -0.383 -1.397 0.2716
H 2.565 -1.791 0.663 0.3256
H 4.332 -0.556 -0.451 0.2763
H 3.288 -0.110 -1.734 0.2514
H -0.422 -0.790 1.354 0.3047
H 0.479 0.704 0.982 0.2008
H 2.413 1.184 0.387 0.3329
H -2.646 -0.517 1.098 0.3046
H -2.197 1.094 1.494 0.3368
H -3.435 1.700 -0.832 0.3263
H -3.748 0.002 -0.890 0.2794
H -4.435 1.032 0.435 0.3688
```

Values from the calculation:
Molecular weight: 115.176 g/mol
LUMO energy: -0.081 Eh
Energy relative to the best compared isomer or geometry (same formula, charge and spin): 640.81 kJ/mol